C2H5ISi as an isolated structure, computed with wB97M-V/def2-TZVPD.

Structure (XYZ):
```
9
Properties=species:S:1:pos:R:3:mulliken_charge:R:1
C 0.37698 -0.34962 -1.02351 -0.61
C -0.00536 0.95012 -0.25115 -0.57
Si -0.59826 -0.63580 0.55119 0.34
I 0.61139 -0.67819 3.51450 -0.32
H -0.12010 -0.48866 -1.97599 0.29
H 1.43169 -0.56836 -1.09572 0.30
H 0.82254 1.48645 0.19039 0.30
H -0.69370 1.62239 -0.74496 0.30
H -1.82518 -1.33834 0.83525 -0.01
```

Calculated values
gap between HOMO and LUMO: 7.51 eV
lowest unoccupied orbital energy: -1.354 eV
net charge: 0


A 14-piece molecular cluster, H26O17S overall, computed with wB97M-V/def2-TZVPD.

Structure (XYZ):
```
44
Properties=species:S:1:pos:R:3:mulliken_charge:R:1
S 0.10800 0.08520 0.13136 -0.73
O 0.93500 1.26320 0.27436 -0.16
O -0.61900 0.22720 -1.06964 -0.15
O 0.88300 -1.14480 0.02036 -0.65
O -0.86400 -0.09080 1.17636 0.08
O -2.52800 -2.23980 0.84436 -0.65
H -2.05300 -2.90380 0.59436 0.36
H -1.90200 -1.35280 0.93236 0.40
O -0.86800 1.71020 3.19236 -0.72
H -0.51700 1.68420 4.07236 0.27
H -0.53700 0.73320 2.89236 0.42
O 3.44700 1.47720 -0.01764 -0.72
H 2.56200 1.14120 0.03736 0.37
H 3.92300 0.61520 -0.04964 0.35
O 1.07100 3.81120 -0.64664 -0.72
H 1.06700 3.52520 -1.60164 0.36
H 0.89700 2.87620 -0.32264 0.31
O -0.41600 -3.41380 -0.44664 -0.78
H 0.18000 -2.61780 -0.23264 0.25
H -0.73000 -3.17480 -1.32364 0.40
O 1.50400 2.82520 2.32636 -0.71
H 1.11000 2.20320 1.69636 0.21
H 0.89600 2.52720 2.93736 0.51
O 2.33500 -0.81280 -2.29664 -0.62
H 2.27700 -1.54780 -2.81964 0.23
H 1.75000 -0.97680 -1.55464 0.50
O -0.81400 -1.57180 3.29636 -0.69
H 0.04700 -1.98780 3.35836 0.30
H -0.91400 -0.91080 2.58636 0.18
O 2.96800 -2.41380 0.71836 -0.78
H 2.10600 -1.74580 0.49736 0.52
H 2.71000 -3.34280 0.37536 0.26
O -3.06000 1.21820 0.98036 -0.70
H -2.85200 1.98820 0.47236 0.25
H -2.24500 0.61520 1.06536 0.18
O -2.62900 1.48620 -2.11664 -0.73
H -1.90600 1.02620 -1.64864 0.40
H -2.66400 2.28620 -1.68164 0.31
O 0.21800 0.70120 -3.38364 -0.80
H 1.04600 0.45820 -3.04964 0.54
H -0.16100 0.58320 -2.45564 0.31
O -1.72900 -1.93280 -2.66164 -0.74
H -2.76400 -1.79980 -2.78864 0.29
H -1.26800 -1.08680 -2.31064 0.46
```

Calculated values
gap between HOMO and LUMO: 9.55 eV
lowest unoccupied orbital energy: 5.148 eV
net charge: -2


An isolated molecule of C6H9N3O2S, computed with wB97M-V/def2-TZVPD.

Structure (XYZ):
```
21
Properties=species:S:1:pos:R:3:mulliken_charge:R:1
C -0.99143 -1.85758 0.38942 -1.25
C -0.21426 -1.61157 -0.92929 -0.32
C 0.94327 -0.62214 -0.70854 0.83
C 0.05739 0.95772 -0.53144 0.30
O -0.77962 1.19256 -1.32084 -0.48
O 0.64930 1.72349 0.35085 -0.27
C 0.59382 3.16246 0.10225 -0.75
N 1.67520 -0.29503 -1.93495 -0.26
N 2.88914 -0.01328 -1.61032 -0.35
C 3.14730 -0.21772 -0.29037 0.20
S 4.48062 -0.02045 0.56459 -0.36
N 2.01619 -0.74387 0.22586 -0.20
H -1.88247 -2.34803 0.26275 0.42
H -1.15158 -0.87633 0.75161 0.37
H -0.39648 -2.36742 1.16130 0.27
H -0.96697 -1.05621 -1.53461 0.31
H -0.00551 -2.65069 -1.44561 0.29
H 1.46772 3.55436 0.37277 0.34
H -0.23906 3.75888 0.65273 0.24
H 0.46033 3.34383 -0.96632 0.33
H 1.76432 -0.79779 1.25901 0.32
```

Calculated values
gap between HOMO and LUMO: 7.59 eV
structure (SMILES): CC[C@]1(C(=O)OC)N=NC(=S)N1
lowest unoccupied orbital energy: -1.293 eV
net charge: 0


An isolated molecule of C10H19BO2, computed with wB97M-V/def2-TZVPD.

Structure (XYZ):
```
32
Properties=species:S:1:pos:R:3:mulliken_charge:R:1
C -0.74326 2.65489 -1.26468 -1.43
C -0.72532 1.27782 -0.47380 1.66
C -2.07135 0.62660 -0.80693 -1.77
B -0.53996 1.33397 1.07456 0.29
O -0.10024 2.47910 1.69481 -0.69
C -0.42916 0.07722 2.10743 -1.56
C -0.47312 -1.37248 1.67954 0.20
O -1.79959 -1.87644 1.30751 -0.68
C 0.53547 -1.53201 0.49420 -0.01
C 0.23107 -1.64845 -0.78230 -0.24
C 1.38399 -1.61389 -1.72340 -0.56
C 2.60315 -1.30869 -0.80548 -0.93
C 1.99454 -1.12506 0.57444 -0.46
H -0.68711 2.26706 -2.38415 0.33
H 0.14531 3.09735 -1.06770 0.49
H -1.66105 3.26713 -0.92313 0.29
H 0.00253 0.48483 -0.77447 -0.65
H -3.01255 1.24513 -0.44743 0.28
H -2.33842 -0.31090 -0.35271 0.33
H -2.21382 0.57415 -1.79161 0.60
H 0.44619 2.38970 2.46313 0.34
H 0.50156 0.22434 2.53494 0.70
H -1.06247 0.04577 3.03283 0.41
H 0.05499 -1.95579 2.45906 0.43
H -2.53407 -1.31665 1.48042 0.37
H -0.81335 -1.82245 -1.16415 0.37
H 1.45537 -0.80939 -2.47624 0.18
H 1.30213 -2.54029 -2.29195 0.44
H 3.31685 -2.21179 -0.88544 0.25
H 3.07386 -0.49456 -1.16153 0.43
H 2.38890 -1.61497 1.44120 0.49
H 1.86683 -0.06030 0.98787 0.11
```

Calculated values
gap between HOMO and LUMO: 9.10 eV
structure (SMILES): CC(C)B(O)C[C@@H](O)C1=CCCC1
lowest unoccupied orbital energy: 0.465 eV
net charge: 0


C17H25GaI2OP2 as an isolated structure, computed with wB97M-V/def2-TZVPD.

Structure (XYZ):
```
48
Properties=species:S:1:pos:R:3:mulliken_charge:R:1
I 0.34627 -0.93558 -4.07628 0.10
I -0.39813 1.59182 -2.91159 0.05
Ga 0.08890 0.06671 0.09668 0.82
P -2.33292 -0.24709 -0.19234 0.53
C -3.30427 1.25786 0.15267 -1.21
C -2.87511 -0.71113 -1.84942 -0.89
H -3.96923 -0.80870 -1.86377 0.45
H -4.10654 -1.58888 0.76326 0.46
H -2.38409 -1.64783 -2.13080 0.35
H -2.55003 -2.47227 0.69927 0.41
H -3.04144 2.02816 -0.57903 0.35
H -2.53900 0.06584 -2.55250 0.18
C -3.02100 -1.50619 0.91183 -1.13
H -4.37423 1.01846 0.08033 0.54
H -2.82318 -1.25553 1.95707 0.29
H -3.10907 1.65672 1.15267 0.35
P 2.37681 -0.15576 -0.10870 0.75
C 3.19492 1.43524 0.20052 -1.33
C 3.01080 -1.49568 0.93570 -1.26
H 2.42716 -1.53833 -2.07366 0.34
H 3.98692 -0.67687 -1.84086 0.46
H 2.53517 0.16079 -2.48708 0.33
C 2.89563 -0.59451 -1.78302 -1.14
H 2.61849 -2.44729 0.53836 0.42
H 4.10463 -1.54170 0.92557 0.45
H 4.28344 1.32189 0.25042 0.52
H 2.84309 1.91009 1.12410 0.37
H 2.66716 -1.41119 1.97368 0.36
H 2.94802 2.11303 -0.62866 0.37
C 0.00704 2.03665 0.35040 0.45
O -0.07343 3.13961 0.65316 -0.22
C 2.91652 0.75751 6.23980 -0.49
C 3.46455 0.76485 4.92665 -0.93
C 2.61931 0.70686 3.82184 -0.07
C 1.21266 0.67993 3.98866 0.46
C 0.38386 0.64532 2.83076 0.11
C -0.97806 0.71387 2.97923 0.68
C -1.55029 0.56268 4.27805 -0.93
C -0.75685 0.54961 5.42584 -0.83
C 0.66100 0.66197 5.36066 0.68
C 1.55423 0.66645 6.45833 -0.81
H 3.63529 0.81621 7.04461 0.40
H 4.54056 0.80338 4.72684 0.40
H 3.01187 0.69726 2.80529 0.11
H -1.67013 0.84826 2.13586 -0.53
H -2.64852 0.44790 4.28867 0.38
H -1.29895 0.46105 6.35040 0.43
H 1.21681 0.59816 7.49853 0.41
```

Calculated values
gap between HOMO and LUMO: 4.06 eV
lowest unoccupied orbital energy: -8.873 eV
net charge: +2


A 2-piece molecular cluster, CH5N3O overall, computed with wB97M-V/def2-TZVPD.

Structure (XYZ):
```
10
Properties=species:S:1:pos:R:3:mulliken_charge:R:1
H -2.39649 -1.66427 0.49025 0.24
N -1.73973 -0.99256 0.42663 -0.43
N -2.25383 -0.07216 -0.21761 0.11
O -1.60414 1.06360 -0.27512 -0.32
H -0.70225 1.12211 0.29358 0.45
C 1.95618 0.16045 -0.49470 -0.25
N 1.14110 0.57324 0.33631 -0.50
H 2.52404 -0.71272 -0.25910 0.22
H 1.98481 0.60365 -1.57307 0.22
H 1.09029 -0.08135 1.27284 0.25
```

Calculated values
gap between HOMO and LUMO: 10.70 eV
structure (SMILES): [H]/N=N/O.C=N
lowest unoccupied orbital energy: 1.059 eV
net charge: 0


What did the fourth record say?
An isolated molecule of C10H19BO2, computed with wB97M-V/def2-TZVPD.

Structure (XYZ):
```
32
Properties=species:S:1:pos:R:3:mulliken_charge:R:1
C -0.74326 2.65489 -1.26468 -1.43
C -0.72532 1.27782 -0.47380 1.66
C -2.07135 0.62660 -0.80693 -1.77
B -0.53996 1.33397 1.07456 0.29
O -0.10024 2.47910 1.69481 -0.69
C -0.42916 0.07722 2.10743 -1.56
C -0.47312 -1.37248 1.67954 0.20
O -1.79959 -1.87644 1.30751 -0.68
C 0.53547 -1.53201 0.49420 -0.01
C 0.23107 -1.64845 -0.78230 -0.24
C 1.38399 -1.61389 -1.72340 -0.56
C 2.60315 -1.30869 -0.80548 -0.93
C 1.99454 -1.12506 0.57444 -0.46
H -0.68711 2.26706 -2.38415 0.33
H 0.14531 3.09735 -1.06770 0.49
H -1.66105 3.26713 -0.92313 0.29
H 0.00253 0.48483 -0.77447 -0.65
H -3.01255 1.24513 -0.44743 0.28
H -2.33842 -0.31090 -0.35271 0.33
H -2.21382 0.57415 -1.79161 0.60
H 0.44619 2.38970 2.46313 0.34
H 0.50156 0.22434 2.53494 0.70
H -1.06247 0.04577 3.03283 0.41
H 0.05499 -1.95579 2.45906 0.43
H -2.53407 -1.31665 1.48042 0.37
H -0.81335 -1.82245 -1.16415 0.37
H 1.45537 -0.80939 -2.47624 0.18
H 1.30213 -2.54029 -2.29195 0.44
H 3.31685 -2.21179 -0.88544 0.25
H 3.07386 -0.49456 -1.16153 0.43
H 2.38890 -1.61497 1.44120 0.49
H 1.86683 -0.06030 0.98787 0.11
```

Calculated values
gap between HOMO and LUMO: 9.10 eV
structure (SMILES): CC(C)B(O)C[C@@H](O)C1=CCCC1
lowest unoccupied orbital energy: 0.465 eV
net charge: 0